{
  "formula": "C42H83N4O2",
  "method": "ωB97M-V/def2-TZVPD",
  "e_tot_ha": -2019.320849,
  "homo_energy_ha": -0.3348,
  "largest_force_ha_per_bohr": 0.0353,
  "charge": 1,
  "symbols": ["C", "C", "C", "C", "C", "C", "C", "N", "C", "C", "C", "C", "O", "C", "C", "O", "C", "C", "N", "C", "C", "C", "C", "C", "C", "C", "C", "C", "C", "C", "C", "C", "C", "C", "H", "H", "H", "H", "H", "H", "H", "H", "H", "H", "H", "H", "H", "H", "H", "H", "H", "H", "H", "H", "H", "H", "H", "H", "H", "H", "H", "H", "H", "H", "H", "H", "H", "H", "H", "H", "H", "H", "H", "H", "H", "H", "H", "H", "H", "H", "H", "H", "H", "H", "H", "H", "H", "C", "C", "N", "C", "C", "C", "C", "H", "H", "H", "H", "H", "H", "H", "H", "H", "H", "H", "H", "H", "H", "H", "C", "C", "N", "C", "C", "C", "C", "H", "H", "H", "H", "H", "H", "H", "H", "H", "H", "H", "H", "H", "H", "H"],
  "positions_angstrom": [[-5.08633, -4.79456, -0.96140], [-4.82366, -6.28830, -1.25687], [-3.78072, -6.90125, -0.31318], [-2.41356, -6.15883, -0.32376], [-1.48204, -6.81466, -1.36399], [-0.47149, -5.89134, -2.04464], [-0.41642, -5.88137, -3.41611], [0.45327, -5.14869, -4.10270], [0.60719, -5.12507, -5.58276], [-0.53375, -5.74235, -6.39494], [-1.60745, -4.66602, -6.64999], [-2.95127, -5.20525, -7.19660], [-4.00055, -4.72363, -6.34671], [-4.15368, -5.52415, -5.23552], [-4.68300, -6.93651, -5.41261], [-3.89373, -5.06277, -4.14285], [1.28518, -4.35760, -3.42264], [1.30841, -4.29181, -2.06679], [2.25047, -3.43549, -1.49056], [2.09471, -2.00479, -1.80840], [3.45986, -1.30951, -2.08006], [3.43857, -0.56826, -3.42748], [2.34613, 0.53250, -3.44731], [0.41738, -5.09597, -1.31618], [0.48706, -5.05270, 0.18883], [0.25010, -3.61792, 0.76266], [-1.18881, -3.30484, 1.23729], [-1.94985, -2.41950, 0.20171], [-1.06057, -2.43665, 2.52930], [-0.39309, -1.05384, 2.30085], [-1.39061, 0.09304, 2.24499], [-1.39517, 1.07162, 1.33799], [-2.09901, 2.37768, 1.66869], [-0.79488, 1.01578, -0.04823], [-6.15623, -4.61745, -1.08895], [-4.88018, -4.56905, 0.09147], [-4.48919, -4.14476, -1.60227], [-5.76652, -6.80386, -1.03628], [-4.59152, -6.47596, -2.30434], [-3.63899, -7.97273, -0.48528], [-4.17282, -6.77535, 0.70317], [-2.53251, -5.09074, -0.50158], [-2.03975, -6.27241, 0.69559], [-0.95415, -7.68172, -0.95290], [-2.12394, -7.20847, -2.16241], [-1.12155, -6.51402, -3.93689], [0.65067, -4.06767, -5.85999], [1.58876, -5.52957, -5.83980], [-0.10123, -5.99057, -7.36923], [-0.92362, -6.68014, -5.99298], [-1.20383, -4.01124, -7.43204], [-1.76064, -4.00729, -5.79035], [-3.13851, -4.79853, -8.18981], [-2.91892, -6.29492, -7.28431], [-4.51730, -7.45414, -4.46896], [-5.72621, -6.94110, -5.73008], [-4.12646, -7.50177, -6.16579], [1.97807, -3.74472, -3.98712], [2.35961, -3.59900, -0.50164], [1.64651, -1.47641, -0.95514], [1.42494, -1.82780, -2.65076], [3.63433, -0.55199, -1.30939], [4.27207, -2.03839, -2.05103], [3.26050, -1.27895, -4.24444], [4.40143, -0.08316, -3.61006], [1.41113, 0.06119, -3.77832], [2.16356, 0.91477, -2.44044], [2.55705, 1.31419, -4.17583], [-0.12558, -5.80567, 0.67225], [1.52512, -5.31375, 0.44638], [0.92625, -3.50364, 1.61745], [0.53231, -2.83760, 0.06071], [-1.80521, -4.18316, 1.43094], [-2.38078, -3.00724, -0.61620], [-1.24010, -1.72305, -0.24356], [-2.76056, -1.91918, 0.73317], [-2.01025, -2.37414, 3.06776], [-0.37532, -3.00208, 3.17649], [0.16407, -1.00362, 1.36133], [0.33986, -0.89871, 3.09775], [-2.16526, 0.05190, 3.01128], [-2.81574, 2.58293, 0.86026], [-1.35148, 3.17573, 1.63840], [-2.63508, 2.32760, 2.61495], [0.11592, 0.42005, -0.13204], [-0.65007, 2.01855, -0.45816], [-1.54421, 0.54426, -0.69865], [-0.35499, 9.53431, 3.77010], [-1.08194, 8.66633, 2.75402], [-0.47391, 7.36136, 2.56470], [-1.00316, 6.64108, 1.42039], [-2.47722, 6.22011, 1.44963], [-0.28590, 6.56915, 3.76782], [-1.52406, 6.22895, 4.60775], [0.69505, 9.65955, 3.50082], [-0.81417, 10.52325, 3.80347], [-0.40868, 9.12080, 4.77828], [-1.06332, 9.19372, 1.79646], [-2.14006, 8.59139, 3.04831], [-0.38658, 5.75279, 1.24754], [-0.84884, 7.26714, 0.53548], [-2.64087, 5.36691, 2.10667], [-2.78816, 5.91387, 0.44765], [-3.13756, 7.03122, 1.75674], [0.42405, 7.09499, 4.41270], [0.22982, 5.64072, 3.50469], [-2.19320, 7.08158, 4.72839], [-1.21421, 5.91293, 5.60618], [-2.09104, 5.40348, 4.17853], [7.27781, 5.77808, 5.24382], [6.32184, 5.71204, 4.06232], [4.93575, 5.51619, 4.44626], [4.06959, 5.19493, 3.32555], [3.87483, 6.25635, 2.23655], [4.39780, 6.47752, 5.39508], [4.41807, 7.96154, 5.00629], [7.19730, 4.88505, 5.86536], [8.30492, 5.84509, 4.88188], [7.09951, 6.65405, 5.86885], [6.62600, 4.86642, 3.43889], [6.45792, 6.61637, 3.44931], [3.08810, 4.90212, 3.71105], [4.46635, 4.29137, 2.84929], [3.21175, 7.05576, 2.56423], [3.40930, 5.79835, 1.36016], [4.81730, 6.69489, 1.90713], [4.94459, 6.36784, 6.33525], [3.37314, 6.18941, 5.64540], [5.36164, 8.25957, 4.54744], [4.28046, 8.57605, 5.89847], [3.60781, 8.21294, 4.32270]],
  "mulliken_charge": [-1.177, 0.581, -1.629, 1.152, -1.313, 0.268, -0.298, 0.201, -0.850, -0.979, -0.470, -0.798, -0.413, 0.678, -1.042, -0.396, 0.142, -0.873, -0.443, 0.167, -1.016, -0.482, -1.037, 1.131, -1.853, 0.047, 0.777, -0.943, -1.584, 0.335, -0.873, 1.250, -1.444, -1.295, 0.436, 0.260, 0.266, 0.511, -0.673, 0.463, 0.454, -0.678, 0.444, 0.241, 0.495, 0.157, 0.581, 0.392, 0.393, 0.538, 0.309, 0.521, 0.390, 0.274, 0.267, 0.341, 0.372, 0.803, 0.477, -0.620, 0.558, 0.410, 0.338, 0.201, 0.427, 0.314, 0.207, 0.385, 0.790, 0.459, 0.786, -0.585, 0.341, 0.071, -0.163, 0.477, 0.586, 0.431, -0.601, 0.534, 0.283, 0.384, 0.167, 0.371, 0.164, 0.439, 0.282, -1.370, -0.363, 0.283, -0.646, -0.897, -0.484, -1.205, 0.277, 0.432, 0.295, 0.448, 0.284, 0.283, 0.454, 0.029, 0.402, 0.346, 0.265, 0.287, 0.253, 0.428, 0.218, -1.429, -0.325, 0.115, -0.720, -0.877, -0.710, -0.807, 0.333, 0.434, 0.298, 0.435, 0.258, 0.338, 0.404, 0.070, 0.399, 0.329, 0.370, 0.325, 0.262, 0.390, 0.097]
}